{"formula": "C4H8N2S", "method": "ωB97M-V with the def2-TZVPD basis set", "fmax_ev_per_a": 5.71, "relative_energy_kcal_mol": 156.9, "homo_lumo_gap_ev": 8.805, "e_tot_ev": -18086.9370, "symbols": ["C", "S", "C", "H", "N", "H", "H", "H", "C", "C", "H", "N", "H", "H", "H"], "coordinates": [[1.21152, 0.60216, -1.12073], [-3.19971, 0.97340, 0.42659], [1.35010, -0.68431, -0.14616], [1.21529, 0.83226, 1.48961], [0.17814, -0.52788, -0.93819], [-4.43401, -0.30952, 0.79837], [0.21837, -0.61119, 1.83918], [-1.87638, 0.09476, -1.82469], [1.29621, -0.27719, 1.24484], [-1.14467, -0.06635, -0.71106], [1.13278, 1.73504, -0.85866], [-1.70920, -0.02932, 0.51975], [2.15306, -0.73951, 1.81290], [1.96881, -1.57490, -0.42445], [1.63969, 0.58254, -2.10728]], "atomic_forces_ev_per_a": [[0.08, -1.55, -0.30], [-1.66, -3.97, 0.86], [-0.36, 2.38, -1.53], [0.57, -1.35, -0.78], [-1.27, 2.33, -1.78], [2.76, 2.86, -0.80], [3.14, 0.34, -1.83], [2.61, -0.01, 3.55], [-2.22, -0.15, 5.26], [-2.39, -0.81, 1.15], [-0.51, -2.52, 0.69], [0.40, 1.16, -3.97], [-0.89, 0.70, -0.37], [-0.58, 1.06, 0.11], [0.31, -0.48, -0.25]], "mulliken_charge": [-0.669, -0.219, 0.484, 0.276, -0.172, 0.134, 0.245, 0.309, -1.199, 0.030, 0.200, -0.319, 0.316, 0.322, 0.262]}

{"formula": "C4H8N2S2", "method": "ωB97M-V with the def2-TZVPD basis set", "fmax_ev_per_a": 1.66, "smiles": "NC(=S)N(S)C1CC1", "relative_energy_kcal_mol": 21.6, "homo_lumo_gap_ev": 9.088, "e_tot_ev": -28927.3699, "symbols": ["H", "H", "C", "H", "H", "H", "C", "C", "H", "N", "N", "H", "S", "S", "H", "C"], "coordinates": [[-2.20714, 0.64896, 0.75804], [0.62921, -0.22806, 1.62264], [-0.08521, 0.10503, 0.86765], [-1.08934, -2.68969, -1.12530], [2.46409, -0.12090, -1.83307], [0.40166, 2.28400, 1.15426], [0.75103, -0.97968, -1.15582], [-1.30305, 0.85862, 1.31418], [-1.45395, 1.04391, 2.36687], [-0.22517, -0.82138, -0.22726], [1.78034, -0.11620, -1.07034], [-0.39378, 1.85598, -0.43609], [-1.50483, -2.00080, -0.01236], [0.73020, -2.13309, -2.38241], [1.71931, 0.70760, -0.43142], [-0.21337, 1.58567, 0.59043]], "atomic_forces_ev_per_a": [[0.00, 0.06, 0.02], [-0.16, 0.18, -0.04], [0.20, -0.12, 0.27], [-0.11, 0.18, 0.30], [-0.65, -0.01, 0.67], [-0.05, -0.21, -0.11], [-0.20, -0.21, -0.42], [-0.11, -0.16, -0.25], [0.12, -0.07, 0.04], [-0.38, -0.18, 0.17], [0.66, 1.43, 0.53], [-0.08, 0.09, -0.15], [0.50, 0.12, -0.43], [-0.08, 0.07, 0.26], [0.21, -1.23, -1.03], [0.12, 0.06, 0.17]], "mulliken_charge": [0.303, 0.274, -0.278, 0.101, 0.215, 0.320, 0.513, -0.765, 0.240, -0.029, -0.353, 0.330, -0.143, -0.510, 0.251, -0.467]}

{"formula": "C4H8N2S2", "method": "ωB97M-V with the def2-TZVPD basis set", "fmax_ev_per_a": 1.47, "smiles": "[H]/N=C\\N(S)[C@H](C)C=S", "relative_energy_kcal_mol": 32.4, "homo_lumo_gap_ev": 8.453, "e_tot_ev": -28926.9024, "symbols": ["S", "H", "H", "H", "C", "N", "H", "H", "H", "H", "S", "H", "C", "C", "C", "N"], "coordinates": [[1.80932, 0.22282, 1.00604], [-2.95571, 0.28591, 0.46140], [-0.57318, -2.34591, -0.00101], [-0.73717, 1.12476, 0.90154], [0.40865, -1.96781, 0.33810], [0.36480, -0.60465, 0.63682], [2.24664, -2.30393, 0.73224], [-2.36322, -1.23241, -0.24711], [-0.41239, -0.11633, -1.86416], [1.70243, 0.16983, 2.36465], [-1.03029, 2.15898, -1.70106], [-2.13106, -0.91555, 1.50526], [-0.70486, 0.68398, -1.16345], [-0.80146, 0.23417, 0.27906], [-2.13574, -0.46647, 0.53054], [1.37227, -2.77798, 0.41490]], "atomic_forces_ev_per_a": [[-0.29, -0.20, 0.39], [0.63, -0.50, 0.14], [0.53, 0.18, 0.19], [-0.07, -0.03, 0.07], [-0.62, -0.06, -0.25], [0.13, 0.26, 0.00], [-0.78, -0.36, -0.27], [0.20, 0.44, 0.62], [-0.07, 0.24, 0.22], [0.08, 0.03, -0.42], [0.05, -0.11, 0.08], [-0.10, -0.28, 0.47], [-0.06, -0.26, -0.17], [0.28, -0.06, -0.16], [-0.73, 0.36, -1.23], [0.80, 0.35, 0.31]], "mulliken_charge": [-0.205, 0.385, 0.274, 0.339, 0.279, -0.211, 0.216, 0.363, 0.255, 0.158, -0.201, 0.395, -0.299, 0.332, -1.430, -0.651]}

{"formula": "C4H8N2S2", "method": "ωB97M-V with the def2-TZVPD basis set", "fmax_ev_per_a": 2.91, "smiles": "[H]/N=C\\N(S)C(=C)CS", "relative_energy_kcal_mol": 33.1, "homo_lumo_gap_ev": 9.442, "e_tot_ev": -28926.8739, "symbols": ["C", "H", "H", "S", "H", "H", "N", "S", "H", "N", "H", "C", "H", "C", "C", "H"], "coordinates": [[-1.45661, 0.44642, -0.70664], [-1.58089, 1.49770, 1.66067], [-1.61312, -0.48681, -1.26856], [-0.89034, 1.66950, -1.92383], [2.32306, -2.30563, -0.41745], [-0.09019, 0.76925, 2.50489], [0.56094, -0.70280, 0.25737], [1.41309, -1.26287, 1.63951], [-0.59620, 2.59436, -1.04574], [1.91350, -1.94576, -1.30325], [2.36078, -0.29348, 1.62160], [0.98548, -1.13996, -1.00099], [0.35751, -0.66752, -1.80122], [-0.53189, 0.21689, 0.46251], [-0.76703, 0.85867, 1.61029], [-2.38809, 0.75204, -0.28916]], "atomic_forces_ev_per_a": [[0.55, -0.70, -0.10], [-1.43, 1.06, 0.19], [-0.09, 0.34, 0.17], [-0.13, -0.54, -0.61], [0.01, 0.20, -0.68], [-0.95, 0.07, -1.15], [-0.30, 0.15, 1.10], [0.01, 0.44, -0.51], [0.20, 0.64, 0.58], [-0.17, -0.02, 0.99], [-0.08, -0.23, 0.14], [-0.95, 0.53, -1.20], [0.92, -0.53, 0.62], [0.65, -0.29, -0.29], [2.50, -1.33, 0.67], [-0.75, 0.22, 0.09]], "mulliken_charge": [-1.329, 0.329, 0.464, -0.148, 0.226, 0.246, -0.144, -0.253, 0.145, -0.656, 0.178, 0.213, 0.270, 1.042, -1.019, 0.437]}